A molecular structure, C6H18Br6N8O4. Source: OMol25; level of theory: ωB97M-V/def2-TZVPD.

Each line ends with the Löwdin charge.
CARTESIAN COORDINATES (ANGSTROEM)
C1 -2.332 2.932 4.128  -1.589
Br1 -3.148 3.484 5.782  0.593
Br2 -1.824 1.061 4.241  0.622
Br3 -0.808 4.044 3.715  0.639
H1 -3.018 3.073 3.306  -0.019
C2 2.398 -1.286 1.579  -1.601
Br4 4.149 -0.620 2.104  0.585
Br5 1.053 -0.646 2.818  0.585
Br6 2.400 -3.206 1.468  0.560
H2 2.259 -0.841 0.603  -0.055
C3 -2.547 -0.152 -2.913  -0.677
O1 -2.515 0.059 -4.121  0.005
N1 -2.539 -1.422 -2.379  0.146
N2 -2.716 0.865 -2.006  0.156
H3 -2.346 -2.110 -3.085  0.095
H4 -2.279 -1.562 -1.407  0.042
H5 -2.539 1.808 -2.294  0.102
H6 -2.716 0.669 -1.021  0.064
C4 0.645 2.032 0.043  -0.682
O2 1.385 2.998 0.116  0.027
N3 0.812 1.058 -0.920  0.165
N4 -0.421 1.826 0.871  0.142
H7 0.235 0.236 -0.954  0.072
H8 1.701 1.067 -1.382  0.077
H9 -0.675 2.550 1.510  0.005
H10 -0.929 0.959 0.808  0.033
C5 4.248 0.088 -2.475  -0.684
O3 5.036 0.351 -1.591  0.030
N5 3.500 -1.079 -2.491  0.143
N6 3.930 0.974 -3.476  0.145
H11 2.788 -1.232 -3.181  0.090
H12 3.765 -1.809 -1.858  0.092
H13 4.391 1.866 -3.419  0.104
H14 3.560 0.762 -4.385  0.094
C6 -1.818 -1.965 1.203  -0.664
O4 -1.622 -1.069 0.368  -0.054
N7 -2.345 -1.740 2.436  0.156
N8 -1.476 -3.247 0.907  0.175
H15 -2.368 -0.801 2.814  -0.030
H16 -2.595 -2.553 2.966  0.104
H17 -0.977 -3.412 0.054  0.104
H18 -1.704 -4.009 1.516  0.104

electronic energy: -446883.388 eV
relative energy (zero: lowest compared OMol25 entry of this formula, charge and spin): 0.0000 eV